[1]
26
Properties=species:S:1:pos:R:3:forces:R:3 method="wB97M-V/def2-TZVPD" lumo_ev=-3.66 relative_energy_kj_mol=245.69 mol_weight_da=166.748 charge=+1 max_force_ev_per_a=4.8 e_homo_ev=-11.57 e_tot_ev=-28378.5946
C 5.321 0.292 0.631 0.061 1.790 -4.043
C -4.321 -0.882 1.009 1.220 -3.419 -0.491
C -2.701 -0.910 -0.892 1.479 4.450 0.934
C 3.881 0.641 0.209 -1.012 -1.596 0.511
C 2.912 -0.553 0.401 -1.114 -0.152 0.471
C -2.022 0.443 1.036 4.356 -1.106 -0.131
N -2.753 -0.844 0.597 -1.996 1.678 -0.499
Si 1.143 -0.540 -0.336 1.265 1.281 0.253
Cl 0.747 -2.476 -0.815 -0.093 -0.962 -0.064
H 5.720 -0.560 0.008 -0.425 0.974 0.589
H 5.949 1.216 0.461 -0.391 -1.143 0.146
H 5.372 0.045 1.604 0.216 -0.922 3.486
H -4.446 -2.058 1.111 -0.178 2.550 0.217
H -4.626 -0.340 1.942 0.752 -0.407 -1.106
H -4.848 -0.647 0.060 0.261 0.430 1.038
H -2.963 0.060 -1.309 -0.987 -0.232 -0.022
H -1.682 -0.860 -1.079 2.302 -0.095 -0.363
H -2.952 -1.719 -1.435 -2.112 -3.012 -0.939
H 3.360 1.458 0.694 0.714 0.633 0.240
H 3.826 0.797 -0.835 0.403 0.707 -1.185
H 2.529 -0.629 1.458 0.401 0.114 -0.214
H 3.415 -1.484 0.241 0.291 -0.772 -0.259
H -1.741 0.568 2.148 -0.496 -1.114 -1.727
H -2.701 1.178 0.860 -1.903 2.214 -0.786
H -2.263 -1.694 0.760 0.384 -0.765 1.676
H -0.930 0.672 0.302 -3.398 -1.127 2.269

=====

[2]
28
Properties=species:S:1:pos:R:3:forces:R:3 method="wB97M-V/def2-TZVPD" lumo_ev=3.36 relative_energy_kj_mol=0.00 mol_weight_da=173.189 charge=-1 max_force_ev_per_a=2.2 e_homo_ev=-5.19 e_tot_ev=-17642.3180
C 0.621 -0.465 -1.007 -0.449 -0.926 -0.538
N 0.013 -0.518 -2.363 0.390 0.228 0.093
C 0.077 0.729 -0.250 0.519 1.275 1.736
C 0.919 1.998 -0.499 -0.275 -1.643 -1.459
O 0.610 2.480 -1.816 0.156 0.891 0.231
N -0.055 0.571 1.235 -0.005 -0.676 -1.157
C 1.143 0.053 1.893 0.407 -1.458 0.724
O 1.303 -1.362 1.872 -0.330 0.320 -0.278
H 1.702 -0.469 -1.174 0.062 0.428 0.308
H 0.436 -1.371 -0.426 -0.208 0.017 -0.027
H -0.990 -0.405 -2.292 -0.046 -0.199 -0.011
H 0.214 -1.425 -2.769 -0.195 0.061 -0.060
H -0.938 0.977 -0.568 -0.033 -0.224 -0.315
H 0.709 2.769 0.230 0.102 0.149 0.019
H 1.955 1.642 -0.501 0.172 0.624 0.435
H 0.785 1.780 -2.453 -0.140 -0.302 0.077
H -0.743 -0.185 1.319 0.010 0.147 0.502
H 2.081 0.418 1.459 -0.295 0.572 -0.119
H 1.117 0.359 2.952 -0.105 0.242 -0.178
H -1.690 2.698 0.826 0.656 -0.549 0.045
H -1.318 3.731 -0.301 0.579 -0.385 -0.329
O -1.938 3.502 0.381 -1.178 0.842 0.307
H 0.364 -1.876 1.772 0.330 0.500 0.067
H -1.179 -2.944 2.265 -0.078 0.044 0.039
O -0.937 -2.387 1.520 0.016 0.134 0.073
H -1.219 -3.276 0.320 -0.122 -0.641 -0.068
H -1.578 -3.159 -1.121 -0.268 0.504 -0.998
O -1.465 -3.865 -0.505 0.331 0.022 0.880

=====

[3]
41
Properties=species:S:1:pos:R:3:forces:R:3 method="wB97M-V/def2-TZVPD" lumo_ev=0.47 relative_energy_kj_mol=196.37 mol_weight_da=347.396 charge=0 max_force_ev_per_a=0.7 e_homo_ev=-8.71 e_tot_ev=-40363.9553 smiles="CC1=C(C(=O)O)N2C(=O)[C@H](NC(=O)[C@H](N)c3ccccc3)[C@H]2SC1"
C -0.548 -1.076 -5.302 0.069 -0.247 0.078
C -0.198 -0.526 -3.958 0.303 -0.324 0.152
C 0.703 -1.088 -3.128 -0.161 0.273 -0.328
N 0.983 -0.522 -1.889 -0.280 -0.104 -0.087
C 2.101 -0.432 -1.097 0.461 0.084 0.213
O 3.136 -1.021 -1.060 0.219 0.052 0.007
C 1.508 0.789 -0.350 -0.180 -0.095 0.150
N 1.313 0.663 1.061 0.238 0.173 -0.211
C 0.844 -0.493 1.598 0.135 0.284 0.476
O 0.602 -1.475 0.932 -0.082 -0.147 -0.149
C 0.620 -0.432 3.117 -0.102 -0.309 -0.022
N 0.212 -1.711 3.667 0.049 -0.011 0.134
H -0.672 -1.994 3.255 0.106 -0.024 0.008
H 0.893 -2.421 3.417 -0.123 0.014 -0.036
C -0.431 0.620 3.396 0.094 0.064 0.121
C -0.230 1.600 4.357 0.018 -0.097 -0.072
C -1.205 2.552 4.600 -0.037 0.106 0.057
C -2.388 2.537 3.881 -0.025 0.070 0.047
C -2.595 1.561 2.920 -0.071 -0.055 -0.047
C -1.623 0.607 2.681 0.036 -0.002 0.047
H -1.788 -0.154 1.931 -0.021 -0.094 -0.129
H -3.516 1.544 2.356 -0.075 -0.002 -0.043
H -3.146 3.281 4.068 -0.064 0.073 0.021
H -1.042 3.308 5.355 0.013 0.066 0.056
H 0.689 1.612 4.924 0.118 -0.013 0.070
H 1.566 -0.151 3.597 -0.117 0.079 -0.104
H 1.435 1.472 1.649 -0.041 -0.085 -0.010
H 2.051 1.707 -0.577 -0.006 -0.081 -0.015
C 0.283 0.569 -1.267 -0.439 0.417 -0.314
H -0.637 0.271 -0.760 0.114 -0.049 0.055
S -0.091 1.865 -2.486 0.008 -0.123 0.058
C -0.973 0.704 -3.587 0.209 0.382 0.476
H -1.213 1.282 -4.478 -0.061 -0.071 -0.030
H -1.907 0.437 -3.086 -0.058 -0.043 -0.185
C 1.458 -2.336 -3.430 0.072 -0.286 -0.529
O 1.802 -2.698 -4.527 0.044 0.080 -0.020
O 1.683 -3.037 -2.326 -0.124 -0.252 0.613
H 2.231 -3.816 -2.510 -0.069 0.215 -0.260
H -1.630 -1.145 -5.408 -0.109 0.029 -0.041
H -0.178 -0.405 -6.076 0.004 0.062 -0.093
H -0.101 -2.051 -5.461 -0.066 -0.009 -0.114